# 1
Formula: C20H27IN3O2
Source: the Open Molecules 2025 dataset
Level of theory: the ωB97M-V functional and the def2-TZVPD basis

Properties
charge	+1
LUMO	-0.128	Ha
orbital gap	8.0	eV
energy relative to the best compared isomer or geometry (same formula, charge and spin)	0.000	eV
HOMO	-0.4221	Ha
electronic energy	-1390.47928	Eh
spin multiplicity	1

Geometry as XYZ:
```
53
Properties=species:S:1:pos:R:3:forces:R:3:lowdin_charge:R:1
I 5.114025 -0.190520 0.295479 -0.008 0.204 0.226 0.973
O 4.231773 2.403948 4.918276 -0.233 -0.648 -0.224 0.161
O 2.484809 1.766629 0.582311 -0.008 -0.378 0.419 0.071
N -2.158528 0.105368 1.683959 0.472 0.213 0.728 0.053
N 5.951693 0.507680 3.573510 -0.345 0.213 -0.409 0.128
N -1.452663 -0.601785 -1.803159 0.077 -0.285 0.014 -0.248
C -0.392170 1.719239 1.904799 0.528 0.485 0.044 0.010
C 3.799662 1.602138 4.126772 0.124 0.222 0.267 -0.300
C 4.695854 0.886744 3.124235 0.066 -0.220 0.466 -0.307
C 1.449003 -1.066021 -2.169205 0.128 -0.184 -0.071 -0.175
C 4.164886 0.739423 1.910524 0.322 0.013 -0.670 -0.582
C 0.478262 0.787599 2.429304 -0.204 0.114 -0.041 -0.164
C -1.656459 0.768998 -2.340182 0.088 -0.041 -0.033 0.035
C -0.481774 -0.563507 -0.644917 0.403 0.162 -0.214 -0.124
C 0.477109 -1.135847 -3.341251 0.060 0.149 0.101 -0.154
C 0.922067 -0.175385 -1.059259 -0.038 -0.103 -0.286 -0.163
C -0.006228 -0.494225 2.568152 0.509 -0.113 0.272 0.007
C -1.288753 -0.772621 2.182353 -1.093 -0.633 0.212 -0.153
C 2.816045 1.265542 1.639241 0.166 0.569 -0.823 -0.418
C -1.661643 1.339314 1.576344 -1.272 0.400 -0.006 -0.155
C -2.744285 -1.169218 -1.251117 -0.256 -0.037 -0.094 -0.120
C 2.342604 1.281327 3.989685 0.353 0.010 0.211 0.106
C -4.788441 0.234133 -2.015648 0.062 -0.035 -0.060 -0.090
C -0.915991 -1.527394 -2.872333 0.106 0.169 -0.165 -0.098
C 1.861597 1.114367 2.768113 0.125 0.062 0.296 -0.112
C -3.985623 -1.066537 -2.133461 -0.093 0.241 -0.003 -0.208
H 0.449487 -0.180823 -3.871220 -0.031 0.000 -0.007 0.119
H -0.699067 1.216263 -2.578873 0.028 -0.006 0.024 0.101
H -2.332096 2.092827 1.191779 -0.233 0.098 -0.109 0.120
H 0.969808 0.873132 -1.357614 -0.001 0.029 0.100 0.119
H -3.752048 -1.277983 -3.179104 -0.008 -0.064 -0.008 0.108
H -5.778576 0.095274 -2.446425 -0.016 -0.015 0.015 0.082
H 2.420928 -0.703803 -2.502503 0.014 -0.024 -0.023 0.118
H -1.627289 -1.515490 -3.695527 -0.058 -0.040 0.029 0.130
H 1.752746 1.212544 4.887139 -0.187 0.181 0.186 0.142
H 1.566837 -0.258373 -0.189412 -0.080 -0.012 0.048 0.092
H 5.876236 -0.292292 4.186502 0.307 0.131 0.397 0.116
H -2.155737 1.362898 -1.579997 -0.069 0.022 -0.024 0.115
H 1.607241 -2.075808 -1.775599 0.001 -0.012 -0.015 0.126
H -0.489169 -1.564960 -0.212710 -0.052 -0.025 -0.096 0.142
H -1.637542 -1.788890 2.279959 -0.197 -0.212 0.015 0.122
H -2.248950 0.704348 -3.247260 -0.109 0.048 0.041 0.112
H 0.820576 -1.871465 -4.068703 -0.131 -0.053 -0.018 0.128
H -2.917180 -0.677579 -0.292576 0.016 0.022 -0.061 0.106
H -2.522234 -2.216729 -1.052639 0.058 -0.012 0.046 0.134
H -4.335345 1.070800 -2.542853 0.028 0.035 0.018 0.059
H -0.078485 2.733687 1.746417 0.064 0.284 -0.008 0.133
H -0.887315 0.135621 0.086637 0.320 -0.371 -0.791 0.071
H -4.644614 -1.871863 -1.806361 0.098 -0.111 -0.020 0.121
H 0.613930 -1.275519 2.967424 0.164 -0.231 0.104 0.131
H 6.592174 0.319507 2.815888 0.059 -0.194 -0.065 0.057
H -4.919190 0.520355 -0.971001 -0.002 -0.021 0.016 0.084
H -0.901961 -2.525072 -2.433894 -0.022 0.005 0.048 0.142
```
Positions in Å, forces in eV/Å.

***

# 2
Formula: C2H2O3S
Source: the Open Molecules 2025 dataset
Level of theory: the ωB97M-V functional and the def2-TZVPD basis

Properties
charge	0
LUMO	-0.037	Ha
orbital gap	8.4	eV
energy relative to the best compared isomer or geometry (same formula, charge and spin)	2.607	eV
HOMO	-0.3460	Ha
electronic energy	-701.24460	Eh
spin multiplicity	1

Geometry as XYZ:
```
8
Properties=species:S:1:pos:R:3:forces:R:3:lowdin_charge:R:1
S -1.896074 0.685549 0.544270 -0.033 -1.485 0.335 0.912
O -0.548993 1.071924 0.381130 0.768 1.339 -0.407 -0.413
O 0.225557 -1.011414 1.524556 2.188 -0.373 -3.633 0.062
O -2.878178 1.668470 0.372649 -1.760 1.446 -0.209 -0.388
C 0.724908 -0.849072 0.437244 -0.979 -0.059 2.835 -0.280
C 1.302017 -0.566886 -0.716300 -1.639 0.066 0.918 0.018
H 0.888087 -0.009331 -1.528198 -0.791 0.498 0.265 0.061
H 2.182677 -0.989240 -1.015352 2.245 -1.432 -0.104 0.028
```
Positions in Å, forces in eV/Å.

***

# 3
Formula: C2H2F2S
Source: the Open Molecules 2025 dataset
Level of theory: the ωB97M-V functional and the def2-TZVPD basis

Properties
charge	0
LUMO	-0.048	Ha
SMILES string	FC(F)C=S
orbital gap	8.1	eV
energy relative to the best compared isomer or geometry (same formula, charge and spin)	1.898	eV
HOMO	-0.3462	Ha
electronic energy	-675.22805	Eh
spin multiplicity	1

Geometry as XYZ:
```
7
Properties=species:S:1:pos:R:3:forces:R:3:lowdin_charge:R:1
S 0.190670 0.116947 -1.944145 0.468 0.093 4.533 0.646
F -1.212612 -0.674217 0.853334 -2.634 0.228 1.033 0.069
F 0.322470 0.506363 2.001796 -0.540 -0.534 0.296 0.070
C 0.470039 0.270973 -0.259549 3.857 5.048 -4.110 -0.552
C 0.049888 -0.297914 0.957753 0.345 -4.220 -0.241 -0.597
H 0.537548 -1.348351 0.942626 0.433 1.604 1.087 0.192
H 1.303444 1.149539 0.278293 -1.928 -2.220 -2.599 0.172
```
Positions in Å, forces in eV/Å.